This record from the OMol25 dataset describes a cluster of 2 separate species, C2H5NO in total in a non-equilibrium geometry. The level of theory is ωB97M-V/def2-TZVPD.

Structure (XYZ):
```
9
Properties=species:S:1:pos:R:3:nbo_charge:R:1
C -0.0218 1.4591 -0.7992 0.069
N 0.8142 0.4788 -1.0682 -0.772
H -0.1787 1.6678 0.2475 0.148
H -0.6322 1.9154 -1.5914 0.155
H 1.8028 0.6359 -0.9372 0.400
C -0.4324 -1.5375 1.0478 0.270
O -0.0274 -0.9740 2.0528 -0.511
H 0.1031 -1.5880 -0.0042 0.137
H -1.4276 -2.0573 1.0521 0.104
```

Summary:
LUMO (Eh): 0.0005
Energy above the lowest of the compared OMol25 structures with the same formula, charge and spin (kJ/mol): 412.2
Total energy (Eh): -209.06532
Highest occupied orbital energy (eV): -8.74
Kohn-Sham gap (eV): 8.76
SMILES: C=N.C=O